Record 1
The following is a quantum chemistry calculation of a cluster of 18 separate species, C52H104Cl20O8 in total at a distorted geometry, from the OMol25 dataset.

CARTESIAN COORDINATES (ANGSTROEM)
Cl -15.13622 12.57139 9.58524
C -15.93622 12.44202 8.06145
C -17.36645 11.86703 8.36380
Cl -18.03493 11.45288 6.70752
H -15.39560 11.68752 7.49794
H -15.99659 13.39435 7.53771
H -18.00952 12.66946 8.66178
H -17.35282 10.92262 8.88667
Cl -20.63460 18.19919 12.32870
C -21.52529 16.68736 12.44341
C -21.54985 16.13701 13.83585
Cl -22.39560 17.13902 15.07743
H -20.90047 15.96502 11.86096
H -22.52389 16.78181 12.06477
H -20.53890 15.95847 14.12402
H -22.02183 15.18176 13.79576
Cl -20.68826 8.73615 5.51210
C -21.16001 9.40092 7.06780
C -20.80786 8.47820 8.23075
Cl -21.07937 6.69183 7.99258
H -22.19682 9.69898 6.94359
H -20.57755 10.30732 7.20455
H -21.33652 8.81722 9.11495
H -19.74121 8.53372 8.51476
Cl -19.99675 15.37287 3.38070
C -19.11635 15.91090 4.84305
C -17.89245 15.03610 5.15557
Cl -16.56416 15.32779 3.96670
H -19.78534 15.89720 5.67871
H -18.82164 16.94406 4.69529
H -18.01639 13.99218 5.25363
H -17.45212 15.35162 6.07412
Cl -15.23936 9.36134 6.53574
C -16.06300 7.75074 6.32417
C -17.45872 7.61981 6.85504
Cl -17.39849 7.51298 8.67391
H -15.45984 6.92858 6.73239
H -16.04855 7.53904 5.25448
H -18.01021 6.70340 6.52760
H -18.00044 8.52478 6.71404
Cl -24.08897 12.00731 8.26247
C -25.85307 11.87452 8.81798
C -26.21879 10.48040 9.08232
Cl -26.44961 9.40606 7.63329
H -26.44510 12.49002 8.12518
H -25.81675 12.38938 9.79775
H -27.21489 10.40867 9.62082
H -25.40921 9.98804 9.69737
Cl -17.53207 13.26759 17.28657
C -17.46408 13.73465 15.59166
C -18.20533 12.86321 14.68214
Cl -19.93858 13.22067 14.66616
H -16.40237 13.68053 15.31764
H -17.64592 14.77978 15.51140
H -18.16236 11.86310 15.05520
H -17.86943 12.85939 13.64309
Cl -30.07069 15.67909 10.49619
C -29.56771 14.40588 11.69196
C -29.23048 13.28388 10.78287
Cl -28.56423 11.76841 11.62705
H -30.41389 14.14624 12.32622
H -28.59948 14.64775 12.20766
H -28.45233 13.66492 10.15092
H -30.16380 12.88117 10.29501
Cl -25.08876 18.35385 8.10774
C -26.57872 17.66282 7.23923
C -27.42707 16.92486 8.25849
Cl -26.84458 15.20796 8.42105
H -26.16265 17.10182 6.45403
H -27.16747 18.52010 7.01397
H -28.37434 16.86707 7.84181
H -27.43449 17.33717 9.32950
Cl -20.07272 11.94145 11.07913
C -21.65294 12.79691 11.32844
C -21.97144 13.74906 10.14700
Cl -23.56225 14.47288 10.60099
H -21.52518 13.31699 12.29413
H -22.44954 11.97213 11.41943
H -22.06649 13.16787 9.25795
H -21.25382 14.57383 10.06364
C -21.31474 8.71389 13.51212
C -22.82668 9.28676 13.40749
C -23.22129 9.09873 11.93588
O -22.00452 8.78908 11.28654
C -21.19429 8.01431 12.15647
H -21.18336 8.14099 14.39996
H -20.61318 9.53151 13.50261
H -22.89052 10.38795 13.59923
H -23.50580 8.71056 14.03889
H -23.53998 9.99389 11.31946
H -23.94805 8.29762 11.71064
H -20.12536 7.93535 11.79902
H -21.68954 6.97097 12.25609
C -16.60044 15.72310 10.41858
C -16.53670 16.82544 11.48146
C -17.30732 16.22255 12.63505
O -18.36576 15.52594 11.99749
C -17.79775 14.85499 10.82115
H -15.70893 15.11443 10.33986
H -16.84814 16.17543 9.43728
H -17.11368 17.67892 11.08257
H -15.50895 17.09016 11.62677
H -17.87855 16.87001 13.32465
H -16.62870 15.54251 13.14351
H -18.57011 14.84362 10.10953
H -17.40896 13.84366 11.10726
C -17.50678 9.00007 17.45861
C -16.90103 8.52403 16.16383
C -18.10077 8.28147 15.26971
O -19.02733 9.27786 15.61299
C -18.81203 9.70557 16.94675
H -16.82795 9.73590 17.97224
H -17.77601 8.24707 18.18219
H -16.33086 7.59125 16.26276
H -16.19053 9.24345 15.85427
H -18.51109 7.29883 15.47591
H -17.86797 8.40228 14.20221
H -19.64329 9.40338 17.60911
H -18.63602 10.81025 16.95210
C -15.79477 9.24639 11.79299
C -14.61759 9.26841 12.76622
C -14.52106 10.77209 13.10817
O -15.86609 11.16990 13.14260
C -16.68518 10.42363 12.22400
H -16.33087 8.26682 11.80567
H -15.40913 9.38263 10.76990
H -13.69939 8.81316 12.47792
H -14.94066 8.70409 13.64341
H -13.92942 11.21495 12.27305
H -14.01150 10.98180 14.07405
H -16.93534 11.04715 11.39445
H -17.61714 10.15990 12.77480
C -23.68085 14.65551 5.17100
C -22.89342 13.55474 4.48437
C -21.83442 13.11866 5.60370
O -22.01342 14.06532 6.63775
C -22.74476 15.17868 6.23110
H -24.60138 14.14643 5.59424
H -23.96084 15.36833 4.44779
H -22.41007 13.95715 3.55861
H -23.55898 12.70953 4.31520
H -20.79619 13.19281 5.22766
H -22.06724 12.16415 6.08059
H -22.17485 15.98718 5.78632
H -23.30419 15.54177 7.10116
C -19.75361 19.05518 8.39564
C -20.96827 18.11362 8.14232
C -20.43966 16.84406 8.74147
O -19.03885 16.80882 8.35270
C -18.62476 18.18372 8.04783
H -19.75868 19.41978 9.43023
H -19.87368 19.94833 7.75632
H -21.22369 17.94572 7.09187
H -21.90357 18.52780 8.57065
H -20.97093 15.94154 8.42444
H -20.40736 16.91843 9.81146
H -18.52366 18.20808 6.92196
H -17.63901 18.50900 8.49645
C -25.02550 12.00795 14.63356
C -25.88676 12.92879 15.51691
C -24.93001 14.07951 15.55346
O -24.00813 14.02548 14.41807
C -24.44143 12.97528 13.63560
H -25.56948 11.19509 14.12815
H -24.15850 11.57501 15.17222
H -26.23146 12.44697 16.48419
H -26.74186 13.25945 14.86954
H -24.27271 14.10826 16.42234
H -25.26723 15.18738 15.56141
H -23.58553 12.55412 13.16143
H -25.24819 13.29951 12.87055
C -25.61275 17.70824 12.08833
C -26.40194 18.09795 13.34044
C -27.60019 17.14936 13.15264
O -27.05617 15.91268 12.62140
C -25.73303 16.19103 12.07929
H -24.60543 18.00442 12.06370
H -26.21221 18.09132 11.26425
H -26.56357 19.12776 13.55105
H -25.84722 17.75781 14.23073
H -28.29164 17.64320 12.52148
H -28.06334 16.92132 14.10972
H -25.64545 15.89018 11.03234
H -25.03063 15.66785 12.74936

Output
- Orbital gap: 9.77 eV
- Charge: 0

These are the Mulliken partial charges, in e, on atoms 1 to 4: -0.1308, -0.0691, 0.3735, -0.3268

---

Record 2
The following is a quantum chemistry calculation of a cluster of 16 separate species, C52H106N6O26 in total at a distorted geometry, from the OMol25 dataset.

CARTESIAN COORDINATES (ANGSTROEM)
C 10.82078 2.29278 -17.42879
N 11.14881 3.46378 -18.28346
O 11.55981 3.28510 -19.40588
O 10.96549 4.54558 -17.75962
H 9.75076 2.27090 -17.26306
H 11.50881 2.27618 -16.58839
H 11.08720 1.38356 -17.97090
C 17.74260 6.08228 -19.17596
N 16.29775 6.32773 -19.41686
O 15.99868 6.98778 -20.40083
O 15.49190 5.74449 -18.71444
H 17.88771 6.10468 -18.09823
H 18.36722 6.84363 -19.63167
H 17.91153 5.14019 -19.69666
C 14.22375 4.31518 -21.19734
N 13.95260 3.88818 -22.61187
O 13.91320 4.79257 -23.42972
O 13.73305 2.72043 -22.84973
H 14.14224 3.44668 -20.55480
H 13.48687 5.08688 -21.00694
H 15.21944 4.73882 -21.14641
C 11.09405 10.53610 -21.06613
N 10.26966 11.61503 -20.53446
O 10.76546 12.72484 -20.48072
O 9.12350 11.37116 -20.23955
H 10.51949 10.15381 -21.91097
H 11.17455 9.73169 -20.33724
H 12.06975 10.85935 -21.40595
C 18.81929 13.91104 -17.76227
N 17.96812 13.30055 -16.72417
O 17.40121 12.26100 -16.97339
O 17.90374 13.86701 -15.65218
H 18.18458 14.45880 -18.45741
H 19.31260 13.13146 -18.33628
H 19.54452 14.58947 -17.32860
C 14.01165 14.46577 -20.83597
N 15.23176 13.65641 -20.53478
O 15.17813 12.47301 -20.80786
O 16.21497 14.21743 -20.09480
H 13.87340 15.25449 -20.10327
H 13.16765 13.78452 -20.88506
H 14.16176 14.93488 -21.80664
C 15.99462 11.82797 -13.12680
O 15.50753 12.45453 -11.95589
C 16.30942 12.33843 -10.82021
C 17.72540 12.90968 -10.94665
O 17.75950 14.11978 -11.68540
C 17.33398 15.25109 -10.99818
H 16.72272 12.47537 -13.62149
H 15.15123 11.57626 -13.76773
H 16.49701 10.87131 -12.92874
H 16.39480 11.31527 -10.43146
H 15.79112 12.90296 -10.03902
H 18.26684 12.17424 -11.54387
H 18.17284 13.12913 -9.97589
H 17.82027 15.39860 -10.02070
H 16.26576 15.32521 -10.77313
H 17.63984 16.14410 -11.54213
C 12.67995 7.35883 -19.31970
O 12.89880 8.67292 -18.85622
C 14.25086 9.03774 -18.70647
C 14.32883 10.46338 -18.25014
O 13.57587 10.51303 -17.04901
C 13.20745 11.76272 -16.53250
H 12.69248 6.59786 -18.53139
H 13.52703 6.98497 -19.90638
H 11.79113 7.31633 -19.94693
H 14.82396 9.02121 -19.63969
H 14.70103 8.38827 -17.94894
H 13.92578 11.12851 -19.02570
H 15.32784 10.81238 -17.95859
H 12.76562 12.38334 -17.32098
H 14.06179 12.29385 -16.09106
H 12.52596 11.52253 -15.71550
C 5.70215 12.01632 -15.04962
O 6.71521 11.85177 -16.02975
C 7.01172 10.47736 -16.19713
C 8.16282 10.32644 -17.17469
O 8.83411 9.11300 -16.91741
C 10.04996 9.00639 -17.60474
H 5.42199 13.06465 -15.09749
H 6.11102 11.73056 -14.07416
H 4.82954 11.37302 -15.20638
H 6.08006 10.02059 -16.56167
H 7.23839 9.91879 -15.28046
H 8.80957 11.19217 -16.96862
H 7.90747 10.46580 -18.22796
H 10.59504 8.15466 -17.19586
H 10.72421 9.86811 -17.54773
H 9.93383 8.77797 -18.67203
C 12.40661 11.50759 -12.41681
O 11.20955 10.75645 -12.42063
C 10.86435 10.33288 -13.71558
C 9.65288 9.40664 -13.62639
O 9.80453 8.19559 -12.88579
C 9.48470 8.39146 -11.51579
H 12.59486 11.91121 -11.42386
H 12.47736 12.34870 -13.11286
H 13.22547 10.80883 -12.61724
H 11.68967 9.83962 -14.24234
H 10.52380 11.19505 -14.30527
H 9.32522 9.04048 -14.60580
H 8.78560 10.00243 -13.31680
H 9.53897 7.41724 -11.02443
H 8.47327 8.79140 -11.40019
H 10.17500 9.04162 -10.97507
C 18.03094 9.34634 -21.69002
O 17.92029 9.03881 -20.31262
C 18.54579 10.00351 -19.46620
C 19.28254 9.28228 -18.36264
O 20.23671 8.40213 -18.90329
C 21.02899 7.83059 -17.88813
H 17.44641 10.23618 -21.95582
H 17.58472 8.52307 -22.24740
H 19.08200 9.49667 -21.94840
H 17.69698 10.52972 -19.01062
H 19.13009 10.78390 -19.96019
H 18.55205 8.72517 -17.76096
H 19.73554 10.03335 -17.70044
H 21.70807 7.06115 -18.25502
H 20.43282 7.34149 -17.10965
H 21.64508 8.62356 -17.44877
C 10.06949 5.35906 -21.90605
O 9.02157 6.28125 -21.67416
C 8.46294 6.12400 -20.37592
C 7.77263 7.40380 -19.97066
O 6.51133 7.53435 -20.58999
C 5.88368 8.74827 -20.28907
H 11.01551 5.58173 -21.39878
H 10.24566 5.45904 -22.97961
H 9.78706 4.32968 -21.66754
H 9.22011 5.86692 -19.63005
H 7.66741 5.36892 -20.40733
H 8.39548 8.29909 -20.06724
H 7.55799 7.30540 -18.89284
H 5.00574 8.85463 -20.92584
H 6.55075 9.59004 -20.51639
H 5.56170 8.82661 -19.24273
C 9.68989 4.73853 -13.00218
O 10.87865 4.15232 -13.45696
C 11.58301 4.94679 -14.40718
C 12.15062 6.16780 -13.72245
O 13.24477 6.79923 -14.34637
C 13.01851 7.31962 -15.64397
H 9.18733 4.04479 -12.32939
H 8.99342 5.02452 -13.79840
H 9.85395 5.64298 -12.40451
H 10.85178 5.17472 -15.18952
H 12.37963 4.34542 -14.84842
H 12.49261 5.91656 -12.71660
H 11.37406 6.92470 -13.53630
H 13.93539 7.66510 -16.11046
H 12.33013 8.15473 -15.45844
H 12.55378 6.54645 -16.26631
C 11.95250 9.72533 -24.63052
C 11.58977 8.55144 -23.98312
C 12.46201 7.99820 -23.05545
C 13.65770 8.63423 -22.69598
C 13.95457 9.82963 -23.33536
C 13.12282 10.38240 -24.30018
H 11.28666 10.05931 -25.41876
H 10.66886 8.06000 -24.26694
H 12.21437 7.05031 -22.59539
H 14.29942 8.17451 -21.95742
H 14.88315 10.36441 -23.16240
H 13.45420 11.28114 -24.80248
C 18.96951 6.60660 -14.75382
C 17.78679 6.08142 -15.24514
C 16.68078 6.85705 -15.53042
C 16.79971 8.23607 -15.33300
C 17.98582 8.79583 -14.86704
C 19.06923 7.97978 -14.55457
H 19.83719 5.99853 -14.53343
H 17.78833 4.99929 -15.34332
H 15.76645 6.35933 -15.81962
H 15.94200 8.86763 -15.53966
H 18.05644 9.86536 -14.71460
H 19.98386 8.46687 -14.23956
C 14.75814 14.87276 -15.34155
C 14.29503 15.17182 -16.61032
C 12.98264 15.61871 -16.64352
C 12.22208 15.74267 -15.52369
C 12.71687 15.37673 -14.27048
C 14.05186 14.99947 -14.14871
H 15.81023 14.63197 -15.21161
H 14.87692 15.15055 -17.52093
H 12.54831 15.92395 -17.59380
H 11.23050 16.15933 -15.65684
H 12.05267 15.56819 -13.43540
H 14.54648 14.84697 -13.20072

Output
- Orbital gap: 8.72 eV
- Charge: 0

These are the Mulliken partial charges, in e, on atoms 1 to 4: -0.8927, 0.8520, -0.5279, -0.3379

---

| no. | E (eV) |
| --- | --- |
| 1 | -322436.41819 |
| 2 | -117792.93133 |